84
Properties=species:S:1:pos:R:3:forces:R:3 method="wB97M-V/def2-TZVPD" largest_force_ev_per_a=2.1 lumo_ev=-3.8590 molar_mass_g_mol=569.773 total_charge=+1 smiles="CCN(CC)C(=O)[C@@H](C(c1ccc(N(C)c2ccccc2)cc1)c1ccc(N(C)c2ccccc2)cc1)[n+]1ccccc1" total_energy_ev=-48072.49293
C -1.65558 -1.12654 5.80988 -0.004 -0.195 0.504
C -2.38212 -0.43378 4.68254 0.141 -0.066 -0.665
N -2.35375 -1.15497 3.37867 0.134 -0.533 0.159
C -3.63422 -1.83280 3.03386 0.695 0.298 0.153
C -4.69771 -0.84677 2.59411 -0.406 -0.061 -0.100
C -1.17336 -1.68404 2.86120 -0.438 0.097 1.512
O -0.20667 -2.05114 3.52024 -0.479 0.627 -1.070
C -1.12622 -1.73037 1.32938 -1.409 -0.812 1.401
C 0.01799 -0.95883 0.76559 1.461 0.451 -0.611
C 0.11951 -1.27890 -0.71865 -0.552 -0.003 0.391
C 1.12340 -2.10559 -1.21321 0.001 0.674 -0.415
C 1.33871 -2.18537 -2.58617 -0.131 -0.228 0.125
C 0.46715 -1.55926 -3.50960 0.223 0.178 0.269
N 0.69070 -1.58990 -4.88803 -0.525 -0.328 0.062
C -0.37199 -1.13871 -5.78217 -0.008 0.235 -0.062
C 1.95038 -1.79812 -5.49662 0.722 -0.299 -0.567
C 2.33159 -0.94380 -6.55494 0.190 -0.143 0.312
C 3.54718 -1.12365 -7.21516 0.084 -0.354 0.205
C 4.43855 -2.12853 -6.80715 -0.285 0.119 0.191
C 4.06834 -2.97937 -5.75849 -0.172 0.201 -0.329
C 2.80452 -2.87245 -5.16887 -0.057 0.339 0.005
C -0.64855 -0.85703 -2.97324 0.015 -0.216 -0.065
C -0.82939 -0.73800 -1.59658 0.437 -0.088 -0.285
C 0.03450 0.55269 1.04881 0.021 -0.104 0.217
C -0.50665 1.07312 2.22645 -0.242 -0.262 -0.022
C -0.48970 2.42320 2.52634 0.403 0.050 -0.478
C 0.12999 3.30583 1.62916 -0.182 -0.233 -0.200
N -0.03351 4.67766 1.80778 -0.260 -0.094 -0.024
C -1.32221 5.21122 2.23244 0.096 -0.020 0.011
C 0.99961 5.57502 1.57551 0.938 0.712 -0.056
C 0.71068 6.91044 1.21722 0.229 -0.427 0.115
C 1.73715 7.85215 1.17088 0.476 -0.194 0.120
C 3.05739 7.49037 1.49568 -0.332 -0.129 -0.007
C 3.35072 6.15324 1.81420 -0.420 0.166 -0.351
C 2.34312 5.18710 1.80591 -0.239 0.484 0.085
C 0.83153 2.78039 0.51475 -0.367 -0.173 0.182
C 0.75798 1.42168 0.21548 -0.143 0.154 0.210
N -0.95557 -3.19970 1.04455 0.763 -0.168 -1.385
C 0.24129 -3.78541 1.33952 -0.457 -0.184 0.342
C 0.51246 -5.09548 0.97334 -0.139 0.179 0.045
C -0.40512 -5.79268 0.18619 -0.066 0.474 0.274
C -1.59292 -5.14287 -0.16969 -0.277 0.130 -0.106
C -1.85143 -3.84931 0.25647 0.723 0.096 0.203
H -1.44128 -0.39438 6.59700 -0.058 -0.228 -0.063
H -2.30512 -1.90299 6.22864 0.290 -0.021 0.051
H -0.72066 -1.57231 5.45268 -0.398 0.259 0.415
H -3.44500 -0.30921 4.90586 0.183 0.075 0.098
H -1.97580 0.57923 4.52893 -0.098 -0.320 -0.033
H -3.42738 -2.56201 2.23766 -0.184 0.020 0.350
H -3.96122 -2.38431 3.93839 0.202 0.108 -0.504
H -5.67532 -1.27235 2.85359 0.076 0.320 -0.198
H -4.57973 0.12439 3.09450 -0.111 -0.340 -0.126
H -4.66533 -0.68233 1.50979 -0.008 0.079 0.236
H -2.09643 -1.35059 0.94932 0.552 -0.615 -0.113
H 0.92513 -1.33780 1.26574 -0.187 0.032 -0.211
H 1.77960 -2.65484 -0.52774 -0.031 0.460 -0.317
H 2.21381 -2.73872 -2.90386 -0.355 0.179 -0.023
H -1.35013 -1.50386 -5.45313 0.221 0.045 0.035
H -0.39667 -0.04460 -5.84921 -0.217 -0.026 0.035
H -0.19689 -1.51559 -6.79503 0.048 -0.051 0.328
H 1.67481 -0.12269 -6.85106 0.273 -0.290 0.087
H 3.80446 -0.47137 -8.05055 -0.050 -0.154 0.267
H 5.40118 -2.25437 -7.31144 -0.370 0.086 0.245
H 4.75776 -3.74780 -5.40490 -0.261 0.107 -0.242
H 2.47602 -3.63920 -4.46402 0.201 0.323 -0.330
H -1.35327 -0.35374 -3.63479 0.218 -0.220 0.185
H -1.69465 -0.17929 -1.20293 0.597 -0.106 -0.260
H -0.99386 0.42299 2.94415 0.315 0.442 -0.419
H -0.93757 2.79008 3.45229 0.137 -0.101 -0.347
H -1.20749 5.85614 3.11342 -0.008 -0.124 -0.141
H -1.79251 5.80538 1.43741 0.002 -0.211 0.133
H -1.97333 4.37623 2.48170 -0.065 0.189 -0.069
H -0.31913 7.19046 0.97224 0.525 0.000 0.171
H 1.50087 8.88104 0.88852 0.132 -0.332 0.117
H 3.85106 8.24251 1.50133 -0.322 -0.283 -0.019
H 4.36766 5.85508 2.07280 -0.257 0.124 -0.140
H 2.57657 4.14081 2.02657 -0.096 0.465 0.056
H 1.38400 3.44829 -0.14770 -0.251 -0.134 0.205
H 1.24116 1.04375 -0.69120 -0.157 0.153 0.358
H 0.96722 -3.20441 1.91059 -0.543 -0.163 -0.145
H 1.45658 -5.52193 1.32222 -0.375 0.063 -0.334
H -0.18563 -6.80463 -0.15010 -0.158 0.241 0.067
H -2.34178 -5.60776 -0.80701 0.263 -0.026 0.142
H -2.70950 -3.25404 -0.05824 0.163 -0.376 0.158

=====

92
Properties=species:S:1:pos:R:3:forces:R:3 method="wB97M-V/def2-TZVPD" largest_force_ev_per_a=1.2 lumo_ev="-1.9507 / -1.6852" molar_mass_g_mol=1106.595 total_charge=0 total_energy_ev=-161412.02760
Pb 1.50377 0.16150 0.82498 -0.187 -0.370 0.194
C 4.44674 1.22720 0.91968 0.047 0.007 -0.142
C 3.93791 1.64391 -0.38390 0.131 -0.140 0.102
C 3.06399 2.66810 -0.16470 0.024 0.358 0.201
C 3.00846 2.91443 1.30475 0.098 0.211 -0.241
C 3.83664 2.01632 1.93632 0.137 -0.068 -0.024
C 4.10170 1.87353 3.40576 0.016 0.043 -0.064
C 2.23204 4.02911 1.90841 -0.087 -0.036 -0.012
C 2.38628 3.55456 -1.15901 -0.110 -0.077 0.087
C 4.40254 1.08648 -1.69422 -0.024 -0.023 0.040
C 5.48245 0.18438 1.14435 -0.021 0.055 -0.016
H 5.03013 2.37071 3.70171 -0.016 -0.023 -0.009
H 4.18959 0.82305 3.68500 -0.002 -0.048 0.006
H 3.29700 2.30754 4.00043 0.011 -0.002 -0.017
H 1.21361 4.06844 1.51163 0.037 -0.013 0.018
H 2.69710 4.99065 1.66486 -0.021 -0.014 0.000
H 2.18417 3.94968 2.99382 0.001 0.003 -0.008
H 2.83493 4.55331 -1.14598 -0.011 -0.018 0.003
H 1.32323 3.68673 -0.93127 0.064 -0.029 -0.007
H 2.46286 3.16634 -2.17413 -0.002 -0.007 0.021
H 5.49331 1.07941 -1.74943 -0.004 0.013 -0.010
H 4.03390 1.68235 -2.52834 -0.007 -0.003 0.015
H 4.06009 0.06004 -1.84879 0.001 -0.014 0.018
H 6.30105 0.58114 1.75142 0.002 -0.001 -0.018
H 5.89194 -0.19056 0.20677 -0.020 0.008 0.043
H 5.06853 -0.66019 1.69989 -0.063 -0.074 0.039
S -1.76181 -2.19992 -2.76250 -0.069 0.006 -0.066
Sb -0.71292 -2.02649 -0.71322 0.214 0.132 0.023
S -1.29272 0.28929 0.12929 -0.234 -0.251 -0.203
S 1.53961 -1.35390 -1.27602 0.014 -0.129 0.088
C -0.08901 -6.64012 -0.70386 0.031 0.016 0.013
C 0.57184 -5.71687 0.28502 -0.073 -0.063 -0.037
C 1.74242 -5.03934 -0.03694 0.041 0.059 -0.082
C 2.33088 -4.16326 0.86044 0.009 -0.067 0.102
C 1.73916 -3.97469 2.10095 0.244 -0.304 -0.158
C 0.57852 -4.64626 2.45409 0.148 -0.158 -0.081
C 0.00520 -5.51245 1.54152 -0.064 -0.014 0.001
S 2.54634 -2.87779 3.20549 -0.064 -0.507 -0.390
O 2.77375 -1.65123 2.48158 1.105 0.329 0.007
O 3.64609 -3.56390 3.83046 -0.137 0.259 -0.119
N 1.44236 -2.59627 4.35948 0.476 -0.202 0.488
C 0.72656 -1.33399 4.40022 -0.037 0.373 0.613
C -0.68688 -1.47680 3.92261 -0.320 0.240 -0.074
C -0.76879 -1.91987 2.47647 -0.092 0.225 -0.194
O -1.79517 -2.43787 2.06030 0.118 -0.038 -0.146
O 0.29429 -1.68819 1.76069 -1.012 0.159 -0.076
H 0.46394 -6.67694 -1.64186 -0.007 0.004 0.020
H -1.10427 -6.30608 -0.92339 -0.005 0.010 -0.004
H -0.15693 -7.65487 -0.30766 0.007 0.011 0.006
H 2.19240 -5.18072 -1.01277 -0.021 0.011 0.014
H 3.23206 -3.62247 0.59240 -0.108 -0.032 0.009
H 0.12021 -4.47625 3.41760 -0.004 -0.020 -0.018
H -0.91308 -6.02568 1.80288 0.005 0.025 -0.013
H 1.82479 -2.93068 5.23472 -0.144 0.056 0.020
H 1.26647 -0.58275 3.82346 -0.034 -0.025 0.018
H 0.73026 -1.00189 5.43797 0.021 0.068 0.055
H -1.17622 -0.49790 3.98406 -0.076 -0.050 -0.044
H -1.27021 -2.16113 4.53923 0.047 -0.022 -0.011
C -0.07113 0.69213 -5.84793 -0.014 -0.007 0.027
C -1.45102 0.78424 -5.72633 0.001 0.010 0.034
C -2.02696 0.98279 -4.47732 0.117 -0.049 -0.029
C -1.22408 1.09110 -3.34099 0.022 -0.042 -0.159
C 0.16078 1.01247 -3.47622 0.010 0.043 -0.019
C 0.73477 0.80653 -4.72252 -0.007 -0.002 0.020
Ge -2.03255 1.48438 -1.63426 0.083 0.061 0.167
C -3.96470 1.37671 -1.68436 -0.137 0.048 -0.056
C -4.63465 0.23572 -2.12914 -0.037 0.001 0.086
C -6.02152 0.21636 -2.18964 0.025 -0.008 0.013
C -6.75340 1.33362 -1.80823 -0.002 0.012 -0.008
C -6.09684 2.47194 -1.36301 0.010 -0.011 0.004
C -4.70869 2.49350 -1.30296 -0.077 -0.069 -0.024
C -1.50910 3.29941 -1.14635 0.047 0.120 0.029
C -1.14462 4.19863 -2.15017 -0.002 0.019 0.091
C -0.78559 5.50441 -1.83622 -0.012 -0.025 0.011
C -0.78960 5.92679 -0.51381 -0.010 -0.006 0.003
C -1.15597 5.04357 0.49452 -0.001 -0.003 -0.020
C -1.51050 3.73763 0.17980 0.029 0.028 -0.058
H 0.37646 0.52541 -6.82000 -0.006 0.009 0.014
H -2.08039 0.69708 -6.60339 0.007 -0.006 0.016
H -3.10547 1.04195 -4.38945 -0.003 0.005 0.004
H 0.79897 1.08561 -2.60128 -0.046 0.011 -0.077
H 1.81140 0.72383 -4.81345 -0.021 0.000 0.003
H -4.07415 -0.64799 -2.41412 0.003 0.024 -0.011
H -6.53103 -0.67720 -2.52952 0.008 0.024 -0.001
H -7.83589 1.31662 -1.85814 0.039 -0.004 0.008
H -6.66395 3.34446 -1.06180 0.011 -0.018 -0.009
H -4.20669 3.38893 -0.95548 0.004 0.010 -0.015
H -1.12868 3.87474 -3.18557 -0.003 0.006 0.020
H -0.49980 6.19108 -2.62366 -0.007 -0.011 0.007
H -0.51150 6.94442 -0.26748 -0.003 -0.021 -0.008
H -1.16574 5.37500 1.52636 -0.004 -0.012 -0.016
H -1.79108 3.05373 0.97542 0.005 0.024 -0.025

=====

88
Properties=species:S:1:pos:R:3:forces:R:3 method="wB97M-V/def2-TZVPD" largest_force_ev_per_a=1.2 lumo_ev=4.4021 molar_mass_g_mol=890.591 total_charge=-2 total_energy_ev=-126753.49413
Pt -0.06660 0.38110 0.39835 0.282 -0.391 -0.337
C -0.37130 0.08516 2.17076 -0.013 0.434 0.576
Ge -1.98208 0.47495 3.15493 -0.105 -0.433 0.432
C -3.40256 -0.88138 3.02269 -0.174 -0.076 -0.359
C -4.76971 -0.61223 3.10903 0.101 -0.028 0.017
C -5.71714 -1.59457 2.84524 0.072 -0.072 0.046
C -5.31281 -2.88224 2.51002 0.024 0.095 0.041
C -3.95596 -3.17698 2.44943 -0.006 0.067 0.070
C -3.01478 -2.18382 2.69837 -0.074 0.051 -0.008
C -2.69347 2.31644 3.20219 0.088 0.272 -0.222
C -1.96956 3.24954 3.95345 -0.091 -0.019 -0.072
C -2.36522 4.57926 4.04262 0.005 -0.090 0.000
C -3.50537 5.00913 3.37840 -0.014 -0.048 -0.013
C -4.23132 4.10320 2.61650 0.021 -0.076 0.042
C -3.82642 2.77442 2.52306 0.116 -0.011 0.083
C -1.63364 0.33048 5.14452 0.014 0.113 0.108
C -2.68971 0.57092 6.03308 0.126 -0.041 0.054
C -2.50271 0.57524 7.40920 0.075 -0.017 -0.057
C -1.23826 0.33074 7.94058 -0.070 -0.018 -0.047
C -0.17828 0.07810 7.08306 -0.059 0.019 -0.076
C -0.38026 0.08106 5.70262 -0.006 -0.013 -0.004
H 0.49434 0.05778 2.85028 -0.047 -0.064 0.100
H -5.10403 0.39050 3.35485 -0.008 -0.010 -0.041
H -6.77354 -1.35188 2.88316 -0.007 0.002 0.022
H -6.05016 -3.64601 2.28942 0.001 -0.006 0.006
H -3.63187 -4.17893 2.18984 0.017 0.016 -0.017
H -1.95742 -2.40761 2.59589 -0.016 0.000 -0.043
H -1.07329 2.93032 4.47547 -0.025 0.016 0.029
H -1.78326 5.27804 4.63285 0.023 0.001 -0.023
H -3.81940 6.04466 3.44642 0.002 0.000 -0.016
H -5.11500 4.43272 2.08140 0.000 0.002 -0.015
H -4.37222 2.08751 1.89187 -0.002 -0.024 -0.066
H -3.68096 0.77178 5.63555 0.017 0.010 0.016
H -3.33705 0.78129 8.07094 -0.014 -0.020 0.003
H -1.08546 0.33555 9.01423 -0.002 0.012 -0.003
H 0.81074 -0.10924 7.48679 0.007 -0.015 -0.013
H 0.46301 -0.10559 5.04443 -0.025 0.008 0.030
O 0.37759 -0.90976 -1.58786 0.679 0.701 0.265
C 1.64058 -1.06280 -1.69469 -0.500 -0.174 -0.227
O 2.55062 -0.72435 -0.93952 0.009 0.023 0.071
H 1.93924 -1.59642 -2.62990 -0.031 -0.111 -0.096
C 0.81314 6.25097 -1.25857 -0.002 -0.067 -0.076
C 0.30372 4.98654 -0.56610 -0.165 0.197 0.230
C -1.21697 5.10132 -0.37640 0.028 -0.122 -0.004
C 0.94672 4.86992 0.82322 -0.029 -0.114 -0.022
Si 0.68497 3.37046 -1.50481 0.130 -0.091 -0.030
O 0.09757 2.14167 -0.72522 0.181 -0.029 -0.447
C 2.56977 3.28921 -1.72120 0.156 -0.102 0.028
C 3.21149 2.24951 -1.03083 -0.099 0.165 -0.004
C 4.59451 2.10770 -1.06273 0.021 0.073 -0.062
C 5.37275 2.99955 -1.79059 -0.116 0.004 0.039
C 4.76018 4.03887 -2.48312 -0.016 -0.065 0.003
C 3.37670 4.17518 -2.44776 0.014 -0.024 0.084
C -0.12926 3.54651 -3.22706 -0.109 -0.152 -0.102
C -1.50064 3.25490 -3.29797 0.099 0.077 -0.029
C -2.20614 3.33210 -4.49208 0.067 0.018 0.030
C -1.55144 3.69862 -5.66353 -0.004 -0.001 0.066
C -0.19118 3.97049 -5.62705 -0.009 -0.012 0.071
C 0.50730 3.88679 -4.42469 -0.102 0.063 0.087
H 0.49238 7.14282 -0.70183 0.015 -0.004 -0.006
H 0.42045 6.33618 -2.27853 0.017 0.015 0.029
H 1.90504 6.26662 -1.31136 -0.016 0.011 0.000
H -1.46088 5.97285 0.24762 0.014 -0.012 -0.017
H -1.61510 4.21016 0.12038 0.023 0.044 -0.025
H -1.73330 5.21668 -1.33490 0.004 0.036 0.033
H 0.72629 5.76172 1.42757 0.008 -0.007 -0.025
H 2.03358 4.75964 0.75432 -0.014 0.035 0.007
H 0.55618 3.99416 1.35035 0.032 0.031 -0.019
H 2.61002 1.53720 -0.47362 0.087 0.003 -0.061
H 5.05930 1.29125 -0.52322 -0.040 -0.035 -0.027
H 6.45072 2.88520 -1.82120 0.017 0.010 0.002
H 5.36223 4.73983 -3.05236 -0.014 0.005 -0.007
H 2.92746 5.00106 -2.99061 -0.001 -0.001 0.018
H -2.00726 2.95166 -2.38693 0.012 -0.019 -0.069
H -3.26613 3.10198 -4.51150 0.005 -0.007 0.005
H -2.09833 3.76496 -6.59738 0.003 -0.013 -0.011
H 0.32927 4.24393 -6.53854 0.018 -0.010 0.000
H 1.57231 4.08793 -4.42667 -0.007 -0.032 -0.011
C -4.04026 1.01971 -1.80878 0.031 -0.027 -0.133
S -2.58224 0.54044 -0.80455 -1.046 -0.078 0.600
C -2.62158 -1.17789 -1.34992 0.205 -0.175 0.047
O -3.26339 0.52571 0.55656 0.274 0.196 -0.416
H -3.84832 0.85337 -2.87204 -0.012 0.060 0.045
H -4.23096 2.07808 -1.62318 0.015 -0.046 0.025
H -4.88173 0.42128 -1.45239 0.004 0.029 -0.082
H -2.87497 -1.22672 -2.40994 0.036 -0.005 0.028
H -3.37278 -1.67395 -0.73035 -0.027 0.074 -0.066
H -1.62880 -1.59568 -1.18706 -0.076 0.015 0.018